(1)
C50H51Cl2GeN7O3P3Ta | ωB97M-V/def2-TZVPD

The calculation puts the LUMO energy at -0.977 eV. For the energy relative to the best compared isomer or geometry (same formula, charge and spin), the calculation gives 194.7 kJ/mol. Its total charge is 0. The gap between HOMO and LUMO comes out at 6.545 eV. For the molar mass, the calculation gives 1215.39 g/mol.

Geometry as XYZ:
```
118
C50H51Cl2GeN7O3P3Ta (ωB97M-V/def2-TZVPD)
Ta -1.19270 -0.43250 -0.49510
C 0.76800 1.35430 -3.15570
P 1.33400 -0.19070 -2.30150
C 3.11410 -0.09220 -2.72350
C 4.06440 -0.11200 -1.71500
C 5.41130 -0.04050 -2.02600
C 5.80950 0.03510 -3.34950
C 4.86270 0.03830 -4.36280
C 3.51890 -0.02120 -4.05250
C 0.83400 -1.50960 -3.47090
C -0.43350 -1.58310 -3.92290
C -1.00730 -2.93480 -4.15710
C -0.04120 -4.08550 -4.57890
C 1.37380 -3.76840 -4.26000
C 1.72720 -2.64960 -3.62460
C -0.31820 2.06820 -2.41280
C -0.85980 3.28150 -2.76240
C -1.71900 3.66020 -1.71010
C -1.66130 2.66060 -0.77390
C -2.33830 2.59560 0.55880
P -1.19380 1.60720 1.64190
C -0.14840 3.07630 2.01590
C -0.54310 4.07850 2.89790
C 0.20140 5.23900 3.00730
C 1.33370 5.41940 2.22910
C 1.71850 4.43670 1.33440
C 0.97910 3.27030 1.22760
C -2.15450 1.35090 3.17990
C -1.54360 1.51020 4.42290
C -2.21810 1.19290 5.58800
C -3.49960 0.67120 5.52810
C -4.10660 0.48160 4.29780
C -3.44420 0.82490 3.13280
N -0.80760 1.66000 -1.19500
H 1.63890 2.01810 -3.22630
H 0.46280 1.10570 -4.17600
H 3.72740 -0.19260 -0.69060
H 6.15120 -0.04570 -1.23890
H 6.85850 0.08260 -3.59840
H 5.17240 0.08670 -5.39610
H 2.77520 -0.03370 -4.83680
H -1.11560 -0.73870 -3.88600
H -1.94000 -2.92480 -4.71810
H -0.16450 -4.50670 -5.57610
H 2.10030 -4.53810 -4.47400
H 2.74840 -2.52200 -3.29490
H -0.67080 3.83410 -3.66360
H -2.31250 4.55360 -1.65150
H -2.47360 3.60050 0.97220
H -3.31610 2.10970 0.51140
H -1.44150 3.95990 3.48720
H -0.10800 6.01650 3.69030
H 1.90210 6.33360 2.31510
H 2.59110 4.58350 0.71320
H 1.25910 2.50500 0.51400
H -0.53500 1.89080 4.48480
H -1.73510 1.34140 6.54360
H -4.01750 0.39550 6.43460
H -5.09680 0.05460 4.23990
H -3.92310 0.65790 2.18160
Cl 0.74900 -7.29300 -3.07320
C 0.25290 -5.74130 -2.50310
C -0.63080 -4.96640 -3.41090
C -1.05770 -3.66700 -2.81680
Cl -3.43610 -2.30270 -1.82880
C -0.59240 -3.19510 -1.64170
O -0.72090 -1.91780 -1.30620
C 0.26010 -4.00140 -0.77510
C 0.90790 -3.49560 0.30580
O 0.78730 -2.32810 0.97620
C 0.64600 -5.29860 -1.30510
H -1.45080 -5.58010 -3.79000
H 1.73980 -4.07100 0.70230
H 1.29250 -5.91210 -0.69680
O -2.90340 -0.31810 0.43450
N -3.07670 0.22230 -0.80790
C -4.03490 -0.32920 -1.56740
C -3.96580 0.08200 -2.94360
N -3.82400 0.35570 -4.04530
C -5.33950 -0.50110 -0.99290
N -6.33820 -0.57550 -0.44220
C 3.77000 -0.86610 4.40240
N 3.07640 0.41090 4.42410
C 4.03410 1.46150 4.12700
N 4.71110 1.26820 2.85690
C 5.35940 -0.03210 2.86390
N 4.44680 -1.12520 3.14420
C 3.50480 -1.33320 2.06920
P 2.38040 0.14240 1.69060
C 1.95300 0.42920 3.51300
C 3.79760 1.40970 1.74570
H 3.05080 -1.66740 4.59250
H 4.52340 -0.85980 5.19750
H 4.79260 1.46840 4.91720
H 3.52000 2.42700 4.11480
H 6.13150 -0.02420 3.64060
H 5.83110 -0.20210 1.89170
H 2.86740 -2.18040 2.33550
H 4.06370 -1.59540 1.16430
H 1.23630 -0.33510 3.83340
H 1.47080 1.41020 3.58450
H 3.35220 2.40690 1.80610
H 4.37530 1.34720 0.81780
C -1.14660 -4.80100 2.14810
Ge -1.77930 -2.90330 2.17230
C -3.66470 -2.97760 1.57570
C -1.75750 -2.37260 4.10000
C -0.45090 -1.68240 1.26400
H -1.74770 -5.34660 2.87150
H -0.10540 -4.89540 2.44100
H -1.27940 -5.27180 1.17820
H -4.16960 -3.68330 2.23060
H -3.75600 -3.33530 0.55690
H -4.15680 -2.01690 1.65600
H -2.61300 -2.80610 4.61030
H -1.80430 -1.29710 4.23150
H -0.85890 -2.73520 4.59160
H -0.17190 -0.97010 2.04770
```


(2)
C50H51Cl3GeLuP3S3Te | ωB97M-V/def2-TZVPD

The calculation puts the LUMO energy (spin up / spin down) at -2.272 / -4.019 eV. For the energy relative to the best compared isomer or geometry (same formula, charge and spin), the calculation gives 0.0 kJ/mol. Its total charge is +1. The gap between HOMO and LUMO (spin up / spin down) comes out at 7.921 / 6.039 eV. Its multiplicity is 2. The expectation value of S² is 0.7537. For the molar mass, the calculation gives 1322.62 g/mol.

Geometry as XYZ:
```
113
C50H51Cl3GeLuP3S3Te (ωB97M-V/def2-TZVPD)
Lu -19.19199 0.14357 -12.33088
C -14.76438 1.45023 -12.48416
C -15.33827 2.18849 -11.26030
P -16.88240 3.09500 -11.92652
C -16.29056 3.80855 -13.53311
C -15.09314 4.61218 -13.73107
C -14.79648 5.21694 -14.95271
C -15.60294 5.02155 -16.02854
C -16.69656 4.19580 -15.88472
C -17.04080 3.57587 -14.68004
C -16.82300 4.59388 -10.85595
C -17.37386 5.83153 -11.19754
C -17.28131 6.94022 -10.37457
C -16.73877 6.77055 -9.11051
C -16.23013 5.53769 -8.68251
C -16.33755 4.39560 -9.51825
P -15.91285 0.06827 -12.96608
C -15.37697 -0.31597 -14.67667
C -14.60836 0.51863 -15.56203
C -14.24120 0.04131 -16.79260
C -14.71719 -1.16643 -17.24511
C -15.53424 -1.87376 -16.43389
C -15.82409 -1.49259 -15.14490
C -15.12612 -1.23002 -11.99428
C -15.48030 -1.49344 -10.64611
C -14.91951 -2.48466 -9.88334
C -13.86135 -3.29205 -10.35167
C -13.50348 -3.02974 -11.67197
C -14.09173 -2.06599 -12.47104
H -13.76129 1.02239 -12.25088
H -14.43266 2.15784 -13.27854
H -14.62099 2.92687 -10.90624
H -15.57966 1.44546 -10.47927
H -14.45454 4.82549 -12.86736
H -13.82803 5.73997 -14.95614
H -15.25351 5.27821 -17.06755
H -17.30779 3.95357 -16.78632
H -17.96003 3.01305 -14.63676
H -17.70695 5.99608 -12.22017
H -17.48865 7.87031 -10.76477
H -16.64769 7.56892 -8.43437
H -15.71643 5.55310 -7.74059
H -15.89129 3.50186 -9.13187
H -14.33611 1.51134 -15.21214
H -13.50302 0.66239 -17.29046
H -14.49015 -1.55015 -18.20915
H -15.91737 -2.79911 -16.86229
H -16.38715 -2.19677 -14.52470
H -16.33714 -0.83274 -10.27928
H -15.24893 -2.60401 -8.82263
H -13.37697 -4.02856 -9.72504
H -12.64486 -3.53511 -12.01813
H -13.82073 -1.99953 -13.51972
C -21.86806 -2.48424 -11.07916
C -22.29073 -2.16613 -12.53242
S -21.06339 -1.43328 -13.62363
C -20.13667 -2.87942 -14.13897
C -19.38358 -3.58385 -13.05030
S -18.23085 -2.64231 -11.95797
C -18.75186 -3.15791 -10.32989
C -19.58092 -2.16991 -9.47621
S -20.72905 -1.15747 -10.43847
H -21.25638 -3.34528 -11.14560
H -22.69676 -2.62653 -10.44214
H -23.01334 -1.33405 -12.46714
H -22.73169 -3.05885 -12.93617
H -19.46128 -2.49454 -14.94555
H -20.82885 -3.69273 -14.61986
H -18.73521 -4.38520 -13.42474
H -20.08708 -4.17748 -12.44870
H -17.83595 -3.29942 -9.67954
H -19.26283 -4.10368 -10.42908
H -18.96663 -1.46289 -8.98609
H -20.20300 -2.74940 -8.76065
Cl -18.52247 0.00579 -6.27284
Ge -17.49841 1.48073 -7.56288
Cl -15.55887 0.36267 -7.58618
Cl -18.05998 0.57216 -10.12224
Te -19.17832 0.55443 -15.00536
C -25.77222 0.02964 -11.30730
C -25.39920 0.62691 -12.49904
C -24.17711 1.23748 -12.58257
C -23.25381 1.21311 -11.54374
C -23.63815 0.55318 -10.36058
C -24.87923 0.01757 -10.21786
P -21.56701 1.90535 -11.68413
C -21.81134 3.36371 -12.77667
C -21.68875 4.72131 -12.41589
C -21.86174 5.71574 -13.36900
C -22.36651 5.38965 -14.62866
C -22.50445 4.03379 -14.97284
C -22.11588 3.04745 -14.09617
C -21.29673 2.73510 -10.01435
C -22.24808 2.95100 -9.04140
C -21.85922 3.54179 -7.83214
C -20.56730 4.01738 -7.66872
C -19.63274 3.84435 -8.68845
C -20.02369 3.23300 -9.87257
H -26.75708 -0.43190 -11.14428
H -26.05548 0.64080 -13.37706
H -24.02269 1.72598 -13.52915
H -22.99689 0.56227 -9.48089
H -25.13948 -0.46994 -9.26406
H -21.46908 5.07996 -11.40486
H -21.43039 6.67972 -13.10941
H -22.58186 6.11019 -15.43178
H -22.96548 3.82213 -15.89601
H -22.09078 2.00054 -14.43422
H -23.25638 2.68807 -9.27515
H -22.55811 3.75969 -7.04388
H -20.20763 4.50184 -6.79429
H -18.55845 4.00807 -8.58098
H -19.31634 3.21471 -10.65617
```


(3)
C50H51N6O2P2PdS5 | ωB97M-V/def2-TZVPD

The calculation puts the LUMO energy (spin up / spin down) at -10.451 / -10.448 eV. For the energy relative to the best compared isomer or geometry (same formula, charge and spin), the calculation gives 377.6 kJ/mol. Its total charge is +3. The gap between HOMO and LUMO (spin up / spin down) comes out at 3.597 / 3.600 eV. For the molar mass, the calculation gives 1096.70 g/mol.

Geometry as XYZ:
```
117
C50H51N6O2P2PdS5 (ωB97M-V/def2-TZVPD)
Pd -1.38592 -0.37973 0.06341
C 6.06386 -2.95491 0.14464
S 5.47112 -1.91289 1.49855
C 5.25089 -0.31783 0.63859
C 3.84213 0.23961 0.82959
C 2.80460 -0.70151 0.22841
N 1.40646 -0.20888 0.32808
P 0.61521 0.73152 -0.81119
C 2.30951 2.58583 -1.79136
C 3.35474 2.78499 -2.67042
C 3.86646 4.06831 -2.80681
C 3.33146 5.11964 -2.07444
C 2.28497 4.89035 -1.19235
C 1.76483 3.61195 -1.04299
C -0.04484 -0.53437 -2.03740
C -0.48218 -0.15889 -4.45377
C -0.34719 -1.46056 -5.05359
C -0.02854 -2.63830 -4.40647
C 0.33917 -2.77711 -3.07891
C 0.47420 -1.79513 -2.05639
P 0.35897 -0.60835 1.64800
C 0.80411 -2.29596 2.08668
C 0.05229 -3.32833 1.52622
C 0.30927 -4.64948 1.84833
C 1.32993 -4.95079 2.74069
C 2.11074 -3.93368 3.27323
C 1.85416 -2.61078 2.95539
C 0.93530 0.46603 2.97015
C 1.37612 1.75296 2.65739
C 1.90519 2.56010 3.64791
C 1.96957 2.09674 4.95611
C 1.47351 0.84034 5.28001
C 0.93555 0.02900 4.29661
H 6.33424 -3.91465 0.57930
H 6.94932 -2.51600 -0.30948
H 5.28964 -3.10647 -0.60692
H 5.47911 -0.46579 -0.41803
H 5.97741 0.37927 1.05167
H 3.77402 1.22201 0.35344
H 3.65494 0.37418 1.89636
H 2.86156 -1.65832 0.74671
H 3.04115 -0.87663 -0.82276
H 3.76364 1.95320 -3.23030
H 4.68928 4.23923 -3.48747
H 3.73271 6.11705 -2.18809
H 1.87098 5.70496 -0.61372
H 0.93809 3.42294 -0.36420
H -1.09072 0.51194 -5.05102
H -0.43467 -1.49517 -6.13563
H 0.03551 -3.53142 -5.01532
H 0.68168 -3.77103 -2.80476
H 1.06393 -2.09394 -1.19697
H -0.74097 -3.08216 0.84174
H -0.28799 -5.44164 1.41569
H 1.52042 -5.97863 3.01953
H 2.92853 -4.17221 3.93973
H 2.48736 -1.83719 3.36679
H 1.32536 2.11841 1.63947
H 2.27315 3.54654 3.40030
H 2.40152 2.72004 5.72755
H 1.50064 0.49379 6.30406
H 0.53144 -0.94009 4.55625
C -0.45790 6.43894 -5.54304
C -0.06001 5.00692 -5.34645
C 0.59236 4.29547 -6.35092
C 0.98174 2.97917 -6.16135
C 0.70723 2.36483 -4.94636
C 0.06479 3.05707 -3.91839
C -0.32565 4.36236 -4.13177
S 1.31371 0.71995 -4.71260
O 1.80610 0.23357 -6.00267
O 1.84194 1.25686 -1.68754
N -0.92255 -0.10112 -3.08101
C -2.30961 -0.05392 -2.83891
C -3.24185 -0.24166 -3.86091
C -4.58833 -0.14665 -3.57200
C -4.99213 0.16010 -2.28070
C -4.02099 0.31206 -1.32268
N -2.70378 0.18807 -1.57691
H -0.24296 6.78123 -6.55226
H 0.07729 7.08214 -4.84235
H -1.52285 6.57554 -5.35021
H 0.80143 4.77628 -7.29769
H 1.48528 2.42405 -6.94206
H -0.14050 2.58200 -2.96492
H -0.84072 4.90215 -3.34645
H -2.93200 -0.49252 -4.86217
H -5.31928 -0.31493 -4.35189
H -6.03456 0.26070 -2.01700
H -4.28965 0.55315 -0.30684
S -1.70423 0.27384 4.33830
C -1.96304 -1.00888 5.35626
N -2.12005 -0.94045 6.67393
C -2.18124 -2.18752 7.43189
C -2.58620 -3.27341 6.43705
S -2.03919 -2.66311 4.80439
H -2.05310 -0.04754 7.13915
H -2.91275 -2.10169 8.23311
H -1.20715 -2.40120 7.87627
H -3.66332 -3.41970 6.40091
H -2.10007 -4.22240 6.64410
N -2.61830 -3.52208 -0.65756
C -3.24332 -2.88031 0.35133
N -3.00231 -1.63501 0.69053
C -3.88921 -1.19658 1.68816
C -3.98738 0.08952 2.18969
C -4.98769 0.36871 3.10471
C -5.86108 -0.62582 3.54098
C -5.75905 -1.92060 3.05893
C -4.77077 -2.18222 2.12406
S -4.47788 -3.67213 1.26362
H -2.06464 -2.98923 -1.30639
H -2.90755 -4.44801 -0.92279
H -3.31043 0.86473 1.85209
H -5.08737 1.37350 3.49145
H -6.64119 -0.38272 4.24922
H -6.44493 -2.69359 3.37885
```


(4)
C50H52N10O2S3Sc | ωB97M-V/def2-TZVPD

The calculation puts the LUMO energy at -2.445 eV. For the energy relative to the best compared isomer or geometry (same formula, charge and spin), the calculation gives 63.0 kJ/mol. Its total charge is +1. The gap between HOMO and LUMO comes out at 7.358 eV. For the molar mass, the calculation gives 966.19 g/mol.

Geometry as XYZ:
```
118
C50H52N10O2S3Sc (ωB97M-V/def2-TZVPD)
Sc 1.55210 0.49467 0.11804
C 4.33356 2.96978 -0.60796
C 3.62592 4.12495 0.07551
C 2.88752 3.83781 1.34992
C 3.35277 4.32539 2.56383
C 2.52942 4.27415 3.67575
C 1.24560 3.77618 3.52751
C 0.88825 3.25406 2.29899
N 1.70350 3.22599 1.23975
N 3.48499 1.94255 -1.25186
C 4.40520 0.98115 -1.90041
C 4.57274 -0.34530 -1.21809
C 5.81757 -0.95630 -1.23862
C 5.95280 -2.24070 -0.74376
C 4.82490 -2.88285 -0.26333
C 3.62513 -2.19735 -0.26471
N 3.48861 -0.94172 -0.71147
C 2.64129 2.57489 -2.27952
C 1.90773 1.53858 -3.07674
C 1.60042 1.74939 -4.40728
C 0.97002 0.73845 -5.11772
C 0.72356 -0.46521 -4.48370
C 1.07318 -0.59136 -3.14935
N 1.61798 0.39993 -2.43910
H 4.98267 3.40785 -1.37784
H 4.96969 2.46855 0.11777
H 4.39181 4.87119 0.28900
H 2.92354 4.59892 -0.61312
H 4.33626 4.77423 2.61988
H 2.86759 4.65936 4.62939
H 0.53534 3.78225 4.34369
H -0.10490 2.85361 2.13883
H 4.03695 0.75126 -2.89981
H 5.38957 1.43474 -2.03724
H 6.67100 -0.42945 -1.64649
H 6.91544 -2.73535 -0.74148
H 4.86802 -3.89689 0.10832
H 2.72815 -2.67772 0.09098
H 1.91960 3.23216 -1.79257
H 3.24688 3.18587 -2.96202
H 1.87045 2.68395 -4.88285
H 0.70198 0.88705 -6.15600
H 0.25019 -1.29730 -4.98173
H 0.90212 -1.52032 -2.62842
C -5.65211 0.51313 1.75578
C -4.55185 -0.46378 1.31421
C -5.06453 -1.90758 1.42519
C -4.21672 -0.17690 -0.14771
C -3.33219 -0.29955 2.22178
C -3.48459 -0.48300 3.61018
C -2.43200 -0.36121 4.49046
C -1.17955 -0.04951 3.97059
S 0.33523 0.13130 4.79167
C 1.10723 0.45876 3.27495
N 0.31429 0.43528 2.24380
C -0.99696 0.13650 2.60310
C -2.07899 0.01563 1.72776
C 2.55295 0.64249 3.14939
C 3.33507 0.78526 4.29780
C 4.70835 0.88364 4.19436
C 5.28294 0.80651 2.93225
C 4.48363 0.66030 1.80671
C 3.08655 0.60305 1.84604
H -6.51229 0.43375 1.08734
H -5.28866 1.54279 1.72542
H -5.99827 0.30613 2.76944
H -5.96029 -2.03383 0.81245
H -5.31824 -2.16482 2.45452
H -4.30619 -2.61107 1.07216
H -5.11297 -0.31565 -0.75609
H -3.44906 -0.85725 -0.52814
H -3.87312 0.85305 -0.28050
H -4.46145 -0.72961 4.00651
H -2.57287 -0.50407 5.55422
H -1.90801 0.18118 0.67480
H 2.86750 0.81522 5.27680
H 5.32123 0.99957 5.07858
H 6.36071 0.84859 2.82484
H 4.99965 0.56840 0.86192
N -6.91773 -5.03740 -0.96911
C -5.63639 -4.66996 -1.32279
C -4.52878 -5.30186 -0.74628
C -3.24839 -4.88168 -1.04473
C -3.04947 -3.81889 -1.92050
C -4.13869 -3.21740 -2.54015
C -5.42015 -3.63386 -2.23932
S -1.41843 -3.28785 -2.30885
O -0.54904 -4.43221 -2.22399
O -1.52154 -2.56982 -3.55560
N -0.97439 -2.16115 -1.22119
C -0.29758 -2.45667 -0.11349
S -0.55313 -3.89682 0.85007
C 0.60249 -3.36162 2.00921
C 1.09205 -2.17411 1.63689
N 0.60008 -1.63620 0.44713
H -7.03885 -5.93463 -0.53254
H -7.66306 -4.77076 -1.58864
H -4.68078 -6.13288 -0.06691
H -2.39492 -5.40189 -0.62993
H -3.97534 -2.44016 -3.27429
H -6.26948 -3.16498 -2.72325
H 0.86455 -3.95834 2.86744
H 1.85735 -1.63890 2.17679
C -3.00123 0.32776 -3.17015
C -2.11485 1.15856 -2.30732
C -2.03058 2.52500 -2.13749
C -0.97636 2.74052 -1.24366
N -0.43610 1.56348 -0.86925
N -1.15810 0.62790 -1.54651
C -0.55192 4.10500 -0.81111
H -4.04858 0.49989 -2.92522
H -2.76489 -0.72898 -3.05805
H -2.85204 0.59543 -4.21693
H -2.64380 3.28260 -2.59741
H -1.00559 -0.38482 -1.42027
H -0.56406 4.77326 -1.67275
H 0.43304 4.10376 -0.36602
H -1.25682 4.50693 -0.08040
```


Record order is preserved below.
Max |F|: 5.5 3.1 2.1 0.6 eV/A
Record order is preserved below.
E: -6623.1027 -9115.5108 -5215.5699 -4589.8756 hartree